C25H74BrN2O21PS | wB97M-V/def2-TZVPD

Cartesian coordinates (Å):
1 Br 3.523 1.810 0.896
2 S 1.942 -0.279 -1.277
3 P 4.577 -2.845 0.710
4 O 1.094 -1.341 -1.879
5 O 4.711 -3.726 -0.707
6 O 7.678 -4.420 3.055
7 O -4.156 2.551 -2.927
8 O 0.967 -3.212 3.504
9 O 3.722 -0.923 2.623
10 O -3.017 -7.624 -7.892
11 O 4.942 2.388 -4.507
12 O 0.145 -4.146 0.642
13 O 0.542 4.496 1.817
14 O 3.303 -1.013 -0.706
15 O 0.527 1.667 0.000
16 O -1.092 7.926 -0.374
17 O 0.212 3.598 5.190
18 O 4.398 -3.951 1.952
19 O 1.523 -1.570 2.373
20 O -2.909 0.605 4.801
21 O -4.070 -4.794 -4.808
22 O -3.995 -1.702 -1.746
23 O 2.395 0.746 -2.239
24 O -5.001 1.144 -6.113
25 N 1.909 -2.742 2.968
26 N 5.894 -2.001 0.886
27 C 0.135 -0.138 5.129
28 C -1.754 9.143 -0.044
29 C -1.581 0.643 -0.901
30 C 2.019 1.261 3.962
31 C -2.983 -6.977 -9.159
32 C -3.594 1.153 -6.344
33 C -0.188 4.313 6.354
34 C 3.040 -1.767 0.484
35 C 2.644 -0.904 1.749
36 C -4.874 3.742 -2.628
37 C 5.430 1.073 -4.742
38 C -3.922 0.713 -0.022
39 C 2.109 0.541 1.415
40 C -2.421 0.995 0.392
41 C -3.259 1.261 6.014
42 C 0.321 5.895 1.632
43 C -0.413 1.658 -1.079
44 C 1.667 0.123 4.961
45 C -0.838 -3.643 -0.263
46 C -3.641 -5.903 -5.600
47 C 2.226 0.544 6.376
48 C 1.091 0.419 0.206
49 C 1.287 1.195 2.582
50 C 9.085 -4.445 2.839
51 C -3.585 -2.809 -2.549
52 H 9.574 -4.002 3.705
53 H -3.898 -6.398 -9.275
54 H -3.137 -5.548 -6.499
55 H -1.654 9.860 -0.862
56 H -0.099 -0.559 6.131
57 H 0.361 -0.358 0.537
58 H -2.890 -3.411 -1.970
59 H 2.152 -0.290 7.104
60 H -0.369 -2.975 -0.990
61 H -0.172 6.073 0.678
62 H -1.612 -3.105 0.291
63 H -5.919 3.508 -2.413
64 H -4.569 2.157 -3.703
65 H 0.326 0.628 2.621
66 H -4.819 4.436 -3.470
67 H -2.945 -6.498 -5.012
68 H 4.462 -0.409 2.270
69 H 4.218 2.314 -3.879
70 H -0.317 6.257 2.437
71 H -0.476 0.746 4.881
72 H -3.364 0.531 6.821
73 H 1.797 2.238 4.449
74 H 0.579 5.042 6.630
75 H -0.315 3.602 7.169
76 H -1.174 -0.392 -0.857
77 H -0.145 -0.940 4.407
78 H -1.290 9.555 0.850
79 H -2.175 0.323 1.236
80 H 6.253 1.130 -5.452
81 H 5.790 0.636 -3.807
82 H -2.205 -8.128 -7.808
83 H -3.226 0.129 -6.440
84 H 2.156 -0.845 4.726
85 H -3.370 1.716 -7.253
86 H 0.036 1.505 -2.082
87 H 1.105 4.197 1.097
88 H 0.318 4.240 4.481
89 H 0.527 -3.390 1.094
90 H 7.264 -4.814 2.283
91 H 1.275 6.429 1.660
92 H 9.339 -3.866 1.947
93 H 3.923 -4.281 -0.805
94 H -4.681 -4.283 -5.342
95 H -4.498 -6.520 -5.876
96 H 2.186 -2.450 0.251
97 H -2.123 -6.303 -9.216
98 H -1.514 7.577 -1.163
99 H 0.988 2.233 2.336
100 H -4.424 4.206 -1.751
101 H 1.538 1.339 6.746
102 H 3.591 -4.452 1.763
103 H -4.446 -3.418 -2.823
104 H 4.635 0.449 -5.160
105 H 3.119 1.222 3.793
106 H -3.085 -2.447 -3.451
107 H -2.215 0.718 -1.809
108 H -4.090 1.309 -0.952
109 H -4.197 1.810 5.889
110 H -3.914 -0.357 -0.331
111 H -4.606 -1.172 -2.263
112 H -5.415 0.720 -6.867
113 H -4.637 0.930 0.791
114 H -2.812 8.955 0.155
115 H 3.248 0.969 6.316
116 H -0.867 2.673 -1.099
117 H 6.356 -2.282 1.754
118 H -2.258 2.053 0.677
119 H -2.465 1.962 6.267
120 H -3.106 1.632 -5.496
121 H -1.136 4.826 6.173
122 H -3.617 -0.008 4.593
123 H -1.290 -4.484 -0.785
124 H 9.430 -5.475 2.721
125 H -2.924 -7.718 -9.960

Atomic forces in eV per Å
0.022 -0.588 0.257
-0.097 -0.536 -4.705
3.393 -0.143 0.267
1.462 1.807 1.906
-1.155 0.973 2.027
0.078 0.099 0.138
0.082 0.042 -0.072
0.958 0.028 -0.233
-0.831 0.214 0.595
-0.110 -0.017 -0.117
0.096 0.074 -0.123
0.227 -0.232 -0.089
-0.070 0.049 0.295
-1.000 0.962 0.414
0.396 -1.067 -0.913
0.008 0.152 0.089
-0.125 0.079 0.238
-0.702 1.294 -2.261
0.494 1.388 -0.698
0.010 0.135 0.018
0.164 -0.143 0.147
0.175 -0.433 -0.120
-0.547 -1.762 2.557
0.080 0.141 0.325
-1.104 -1.104 0.965
-1.705 -0.799 0.091
0.516 -0.745 -0.899
-0.064 -0.184 -0.243
0.698 0.616 0.943
0.134 -0.575 -0.098
0.222 -0.190 0.143
-0.186 -0.143 -0.238
0.082 0.069 -0.347
-0.898 -1.166 -0.495
1.191 0.062 -0.457
-0.045 -0.200 -0.226
-0.259 0.112 0.237
1.340 0.050 -0.137
-1.347 0.336 -0.434
-0.884 -0.653 -1.150
-0.132 -0.223 -0.177
0.247 -0.298 -0.245
-1.903 0.203 -0.961
0.019 0.197 1.620
0.142 0.308 0.069
-0.296 0.353 -0.059
-0.782 0.303 -0.497
0.801 0.227 1.955
-0.006 -0.094 0.393
-0.244 -0.082 -0.209
-0.323 0.342 -0.113
-0.097 -0.007 0.005
0.005 -0.053 0.079
0.030 -0.167 -0.007
-0.068 0.122 0.109
0.109 0.522 -0.514
0.281 0.378 -0.592
-0.040 0.054 0.008
0.305 0.410 -0.472
-0.197 -0.034 -0.057
-0.012 0.201 0.099
-0.106 -0.013 -0.135
-0.022 0.168 0.056
-0.005 -0.059 -0.022
0.636 0.320 0.290
-0.078 0.117 0.095
-0.035 0.081 0.034
0.074 -0.071 -0.302
-0.035 0.005 0.051
-0.004 -0.095 -0.008
0.282 -0.339 0.430
-0.014 0.134 0.123
0.032 -0.830 -0.397
-0.091 0.035 0.165
0.033 -0.035 -0.066
-0.468 0.566 -0.175
-0.114 0.593 0.395
0.039 -0.084 -0.034
0.145 0.518 -0.285
-0.041 0.090 0.022
0.051 -0.171 -0.105
0.022 -0.080 0.069
0.189 0.082 0.004
-0.144 0.698 -0.192
0.189 -0.018 0.053
0.333 0.043 0.722
0.004 -0.149 0.009
0.018 -0.136 -0.231
-0.242 0.030 0.092
-0.135 0.028 -0.013
-0.101 0.166 0.001
0.168 -0.022 0.039
-0.020 -0.114 -0.413
-0.058 0.060 -0.004
0.155 -0.125 -0.099
0.399 0.336 0.134
-0.062 0.061 -0.159
0.031 -0.068 -0.064
0.360 -0.765 -0.352
0.034 -0.093 -0.016
0.563 -0.297 -0.103
-0.042 -0.336 0.501
0.147 -0.119 -0.055
0.129 -0.157 -0.012
-0.662 0.169 0.102
0.051 -0.214 -0.037
0.384 -0.041 0.542
-0.358 -0.333 0.925
0.022 0.079 0.165
-0.484 0.946 0.592
-0.031 0.074 0.018
-0.122 -0.007 -0.013
0.222 -0.104 -0.502
-0.012 0.166 0.056
-0.446 -0.411 0.141
0.455 -0.547 0.178
0.099 0.142 -0.203
-0.039 -0.587 -0.022
0.029 -0.055 -0.096
-0.071 -0.012 -0.010
-0.018 0.048 0.177
-0.011 -0.063 -0.088
0.096 -0.065 0.118
0.171 0.057 0.005
-0.029 0.139 -0.120

Properties
Charge: 0
HOMO level, eV: -9.10

Löwdin population analysis, charges in e, atoms 1 to 6: 0.917, 0.754, 0.656, -0.291, -0.146, -0.136